(1)
Density functional theory data (the ωB97M-V functional and the def2-TZVPD basis) for C41H43F10N4O5Re as an isolated structure.

## Properties
ΔE to the lowest compared entry with this formula, charge and spin in kJ/mol: 0.0
LUMO energy (spin up / spin down) in eV: -4.30 / -4.96
Largest force on an atom in Eh/bohr: 0.019
Electronic energy in eV: -88704.8415

The geometry in ORCA input format:
```
! RIJCOSX wB97M-V def2-TZVPD def2/J DEFGRID3
* xyz 1 4
Re -0.95109 0.28716 -0.85745
C 5.03494 -0.90549 -0.88815
C 4.12185 0.23343 -1.36742
C 4.99140 1.41509 -1.82590
C 3.19010 -0.27787 -2.45903
C 3.81501 -0.43487 -3.69601
C 3.17287 -0.95177 -4.80076
C 1.85999 -1.35227 -4.66964
C 1.18060 -1.22168 -3.46680
C -0.28789 -1.60528 -3.50679
C -0.75809 -2.48734 -2.35490
C -1.06440 -0.30744 -3.76611
C 1.82637 -0.66182 -2.35414
N 1.08138 -0.39378 -1.11109
C 1.76922 -0.52170 -0.02961
C 1.61367 0.14809 1.29073
C 2.84905 -0.21217 2.20119
C 2.72158 -1.18584 3.34354
C 1.95798 -0.97346 4.37324
C 0.03246 0.16759 3.25104
C 0.25444 0.08344 1.93036
N -0.88856 0.02343 1.12376
C -2.11522 -0.23675 1.88599
C -2.34981 -1.55999 2.31792
C -3.44779 -1.78536 3.14434
C -4.29533 -0.77046 3.53119
C -4.04885 0.51504 3.09444
C -2.95523 0.83256 2.29006
C -2.79109 2.33862 2.03578
C -2.85799 2.78809 0.57587
C -1.58517 2.96125 2.73819
C -1.59703 -2.86150 1.99645
C -2.34335 -3.60123 0.87723
C -0.09866 -2.87392 1.70123
H 5.64928 -0.56874 -0.05141
H 5.70325 -1.20800 -1.69564
H 4.48757 -1.80104 -0.58209
H 3.55405 0.59678 -0.50832
H 5.88186 1.07026 -2.35199
H 5.33139 1.98757 -0.96554
H 4.45134 2.09282 -2.48685
H 4.85132 -0.14383 -3.78284
H 3.68875 -1.04410 -5.74679
H 1.33628 -1.78226 -5.51453
H -0.42008 -2.21748 -4.40057
H -0.92265 -1.95913 -1.41837
H -0.02211 -3.26843 -2.15984
H -1.70620 -2.96558 -2.59670
H -0.91849 0.45612 -2.96320
H -2.13229 -0.46461 -3.89023
H -0.67399 0.19884 -4.64750
H 2.65580 -1.14082 -0.11061
H 3.64488 -0.60281 1.55502
H 3.32546 -2.08581 3.36994
H 1.72065 -1.41845 5.32192
H -0.86875 0.20458 3.82713
H -3.63561 -2.79557 3.48885
H -5.14000 -0.97710 4.17493
H -4.70958 1.31479 3.40345
H -3.65992 2.78217 2.52403
H -2.33803 2.09668 -0.09284
H -2.37977 3.75526 0.44867
H -3.88147 2.85320 0.21792
H -0.65542 2.68517 2.25803
H -1.54241 2.67897 3.79114
H -1.65688 4.04738 2.68295
H -1.71018 -3.45836 2.90533
H -2.27807 -3.04175 -0.05616
H -3.39937 -3.72579 1.11338
H -1.90660 -4.58901 0.72102
H 0.15087 -2.36525 0.77674
H 0.21230 -3.91380 1.58483
H 0.48992 -2.44992 2.51309
F 1.13304 0.27039 4.21769
C 3.02686 1.24363 2.47004
C 2.08466 1.74922 1.44914
N 2.73897 2.54911 0.43617
C 2.04528 2.96489 -0.77026
C 0.55069 3.05047 -0.54767
O -0.03200 3.93843 -0.01589
O -0.09348 1.96033 -1.07460
C 3.74286 3.43448 0.88540
O 4.10694 4.36260 0.19192
N 4.28578 3.17396 2.11379
C 4.18947 1.92626 2.81094
O 5.10472 1.58156 3.55066
H 1.19336 2.28722 1.79010
H 2.23182 2.26271 -1.58681
H 2.42124 3.94889 -1.04675
H 5.06719 3.76773 2.35092
F -4.74549 -1.36131 0.52772
C -4.99771 -0.46272 -0.41442
F -4.94050 0.74682 0.14202
F -6.23781 -0.65671 -0.85944
C -3.94320 -0.58401 -1.56813
O -2.67461 -0.69875 -1.04006
C -4.07710 0.65534 -2.53018
F -3.12039 1.56046 -2.20478
F -5.25100 1.25624 -2.44059
F -3.87221 0.33002 -3.80640
C -4.31160 -1.88111 -2.37367
F -3.29454 -2.24995 -3.16457
F -4.56774 -2.90023 -1.55602
F -5.37796 -1.67077 -3.14135
*
```

***

(2)
Density functional theory data (the ωB97M-V functional and the def2-TZVPD basis) for C41H45F5Ge2OS4SbSe2Tc as an isolated structure.

## Properties
LUMO energy (spin up / spin down) in eV: 3.22 / 3.47
Largest force on an atom in Eh/bohr: 0.013
Electronic energy in eV: -354685.0912

The geometry in ORCA input format:
```
! RIJCOSX wB97M-V def2-TZVPD def2/J DEFGRID3
* xyz -2 1
Tc -0.29221 -0.08115 0.48248
O -2.99065 -4.40909 5.26778
C -2.52905 -3.66027 4.43996
S -1.21530 -4.09424 3.33647
C -1.12683 -2.55002 2.51438
C -1.99136 -1.59626 2.88171
S -2.04454 0.00235 2.19334
S -3.10571 -2.01108 4.16925
S 0.10594 -2.27843 1.30009
C -1.80083 -0.57348 -0.74276
C -2.72421 -0.88036 -1.47224
C -3.82769 -1.14393 -2.34136
C -4.48744 -2.37658 -2.32823
C -5.54722 -2.61817 -3.18985
C -5.97064 -1.63643 -4.07641
C -5.32120 -0.40663 -4.09295
C -4.26015 -0.15978 -3.23788
H -4.15466 -3.13956 -1.63605
H -6.04701 -3.57965 -3.16611
H -6.80141 -1.82566 -4.74572
H -5.64503 0.36806 -4.77779
H -3.75043 0.79494 -3.24072
Se 0.61422 1.73587 -0.51001
F -2.90777 8.80475 -0.84149
C -2.98886 7.49806 -0.50593
C -2.97061 7.10447 0.81684
F -2.86946 8.04768 1.77873
C -3.05260 5.76449 1.14770
F -3.03225 5.48472 2.46319
C -3.15221 4.73730 0.20186
Se -3.23526 2.90368 0.66128
C -3.16873 5.19028 -1.12269
F -3.27455 4.31958 -2.14001
C -3.09013 6.52408 -1.47800
F -3.11347 6.89367 -2.77608
C 1.92114 3.74055 2.23152
C 1.26518 2.82524 3.25830
C -0.18722 3.22960 3.52517
Sb 1.28837 0.74902 2.69411
C 0.90013 -0.09437 4.64712
C 1.40845 0.73938 5.82078
C 1.39890 -1.53709 4.74853
C 3.41316 0.50360 2.37819
C 3.73064 -0.94122 1.99692
C 4.30538 0.99066 3.51488
H 1.92885 4.77115 2.60432
H 1.36871 3.73935 1.29181
H 2.95268 3.45379 2.01178
H 1.84272 2.86821 4.18583
H -0.79607 3.16968 2.61729
H -0.24000 4.26095 3.89174
H -0.66796 2.58651 4.26663
H -0.19345 -0.09807 4.67334
H 2.49438 0.84815 5.80634
H 1.14024 0.24791 6.76340
H 0.97170 1.73837 5.83943
H 2.48407 -1.56191 4.88668
H 1.16061 -2.12621 3.86463
H 0.94667 -2.03443 5.61344
H 3.57264 1.13209 1.49573
H 3.60817 -1.61346 2.84868
H 4.76449 -1.02830 1.64245
H 3.07924 -1.29931 1.19887
H 4.20035 0.35159 4.39465
H 4.07793 2.01618 3.81514
H 5.36064 0.95842 3.21667
C 1.49560 -4.83182 -0.31437
Ge 0.58786 -3.67179 -1.63273
C 1.34534 -4.39020 -3.31674
C -1.29849 -4.20581 -1.56033
Ge 0.82753 -1.20931 -1.56012
C 0.04401 -0.63068 -3.30255
C 0.05802 0.69740 -3.73467
C -0.55942 1.08989 -4.91629
C -1.21479 0.15661 -5.70523
C -1.25068 -1.16749 -5.29516
C -0.63009 -1.54813 -4.11171
C 2.79009 -0.93515 -1.78578
C 3.32333 0.27272 -2.24801
C 4.69290 0.46248 -2.36833
C 5.57340 -0.55515 -2.01939
C 5.06888 -1.76426 -1.56722
C 3.69304 -1.94696 -1.45906
H 1.63970 -5.81112 -0.78083
H 0.86776 -4.94243 0.56778
H 2.46575 -4.45764 0.01289
H 1.12565 -5.46062 -3.35847
H 2.43025 -4.25864 -3.32414
H 0.94633 -3.91406 -4.21170
H -1.37204 -5.25819 -1.27519
H -1.79920 -4.05852 -2.51892
H -1.81192 -3.59605 -0.81532
H 0.53346 1.45956 -3.13132
H -0.54579 2.13429 -5.20523
H -1.71054 0.46166 -6.61928
H -1.78389 -1.90538 -5.88361
H -0.70708 -2.58231 -3.80730
H 2.65899 1.08705 -2.50706
H 5.07602 1.41003 -2.72946
H 6.64357 -0.40273 -2.09723
H 5.74392 -2.56617 -1.29051
H 3.32112 -2.90034 -1.10461
*
```

***

(3)
Density functional theory data (the ωB97M-V functional and the def2-TZVPD basis) for C41H45InO6Si as an isolated structure.

## Properties
ΔE to the lowest compared entry with this formula, charge and spin in kJ/mol: 323.1
LUMO energy (spin up / spin down) in eV: 3.53 / 3.53
Largest force on an atom in Eh/bohr: 0.077
Electronic energy in eV: -68580.5234

The geometry in ORCA input format:
```
! RIJCOSX wB97M-V def2-TZVPD def2/J DEFGRID3
* xyz -2 1
C 0.20850 -0.08558 -6.87069
C 0.08879 -0.72376 -5.45952
C -0.26531 1.36160 -6.75782
C -0.92235 1.53587 -5.36072
H -0.98580 1.55697 -7.55290
H 0.57840 2.04514 -6.90758
C -0.98601 0.05012 -4.73057
H 1.07929 -0.70005 -4.98017
H -0.19859 -1.77284 -5.55971
C -1.25320 -0.49844 -3.28654
H -1.92045 -0.27116 -5.21911
H -1.97358 1.84063 -5.51658
C -0.25167 2.63342 -4.65080
C 1.64104 -0.20165 -7.38245
C -0.54878 -0.78888 -8.00507
O -1.09245 -0.18790 -8.91703
O 2.63682 -0.07765 -6.67984
O 1.71601 -0.47522 -8.69480
O -0.53106 -2.12964 -7.96877
C -1.06394 -2.68465 -9.18423
H -0.96831 -3.76263 -9.07177
H -0.48379 -2.32066 -10.03867
H -2.10991 -2.38649 -9.31166
C 3.04371 -0.61967 -9.20704
H 3.63903 0.27798 -8.99795
H 2.92114 -0.76230 -10.28254
H 3.53303 -1.49475 -8.75646
O -0.99887 0.17610 -2.08053
H -0.74478 -1.47123 -3.17896
H -2.32688 -0.75209 -3.22728
C -1.08460 3.53550 -3.84156
C 1.19321 2.54445 -4.42009
H 1.74044 3.30024 -5.01882
H 1.61687 1.55486 -4.67804
H 1.44698 2.75278 -3.36464
H -0.63283 3.73170 -2.85942
H -2.07823 3.11095 -3.63334
H -1.23232 4.51132 -4.33181
In -0.06494 1.04997 -0.64154
C -2.74754 -0.77306 1.25922
C -2.63191 -0.90025 -0.14948
C -1.73958 -1.97730 -0.41818
H -3.13967 -0.27631 -0.87851
C -1.26275 -2.48071 0.81898
C -1.91041 -1.75400 1.85963
H -1.80840 -1.93289 2.92565
H -3.37548 -0.05480 1.77483
H -1.47308 -2.37095 -1.39288
H -0.54455 -3.29066 0.93288
C 2.52986 0.86960 -0.45276
C 2.52146 -0.02276 0.64436
C 2.00824 -1.26623 0.21376
H 2.89612 0.19899 1.64464
C 1.68555 -1.17994 -1.15264
C 2.01050 0.14506 -1.59834
H 2.13422 0.45181 -2.63815
H 2.96460 1.86787 -0.48424
H 1.92234 -2.16307 0.82566
H 1.35242 -2.00067 -1.79113
O -0.26692 1.34574 1.40827
Si -0.22169 1.60140 2.99900
C -1.93642 1.51626 3.74318
C -2.27039 0.57989 4.72744
C -3.56025 0.54952 5.27388
C -4.52556 1.45968 4.83219
C -4.20585 2.37909 3.82568
C -2.92215 2.38662 3.26353
C 0.71542 0.32403 3.99857
C 0.97986 -0.94234 3.47963
C 1.65627 -1.89771 4.24961
C 2.03302 -1.59648 5.56420
C 1.72839 -0.34556 6.11170
C 1.07150 0.60965 5.32653
C 0.58965 3.20617 3.51517
C 1.94925 3.23958 3.86035
C 2.54328 4.42800 4.30280
C 1.78776 5.60438 4.36832
C 0.44534 5.58950 3.96942
C -0.15196 4.39238 3.55330
H -1.52332 -0.14101 5.06454
H -3.78934 -0.18686 6.04708
H -5.51652 1.46233 5.28857
H -4.95266 3.09602 3.47970
H -2.69703 3.06552 2.43726
H 0.64660 -1.17786 2.46689
H 1.87745 -2.87500 3.81194
H 2.55129 -2.34644 6.16457
H 1.99674 -0.10619 7.14356
H 0.84467 1.58861 5.75461
H 2.55129 2.32929 3.79020
H 3.58808 4.42015 4.61994
H 2.24417 6.52626 4.73063
H -0.14580 6.50688 4.00387
H -1.20013 4.38844 3.25037
*
```